A) {
  "formula": "C28H70O14",
  "method": "ωB97M-V/def2-TZVPD",
  "species": ["C", "O", "C", "C", "O", "C", "H", "H", "H", "H", "H", "H", "H", "H", "H", "H", "C", "O", "C", "C", "O", "C", "H", "H", "H", "H", "H", "H", "H", "H", "H", "H", "C", "O", "C", "C", "O", "C", "H", "H", "H", "H", "H", "H", "H", "H", "H", "H", "C", "O", "C", "C", "O", "C", "H", "H", "H", "H", "H", "H", "H", "H", "H", "H", "C", "O", "C", "C", "O", "C", "H", "H", "H", "H", "H", "H", "H", "H", "H", "H", "C", "O", "C", "C", "O", "C", "H", "H", "H", "H", "H", "H", "H", "H", "H", "H", "C", "O", "C", "C", "O", "C", "H", "H", "H", "H", "H", "H", "H", "H", "H", "H"],
  "xyz": [[-1.092, -2.102, 4.442], [-0.089, -2.732, 3.632], [-0.658, -3.296, 2.428], [0.396, -3.963, 1.543], [-0.136, -4.230, 0.253], [0.891, -4.898, -0.529], [-1.514, -1.249, 3.922], [-0.629, -1.908, 5.406], [-1.954, -2.768, 4.600], [-1.265, -2.572, 1.838], [-1.346, -4.114, 2.710], [0.672, -4.928, 1.989], [1.245, -3.276, 1.382], [0.478, -4.991, -1.500], [1.075, -5.879, -0.090], [1.794, -4.278, -0.518], [2.542, 2.685, -2.674], [3.539, 2.683, -1.636], [3.683, 1.544, -0.855], [4.148, 1.932, 0.587], [3.097, 2.588, 1.181], [3.354, 3.921, 1.541], [2.397, 3.734, -2.875], [1.700, 2.134, -2.279], [2.963, 2.215, -3.594], [4.468, 0.915, -1.325], [2.707, 1.057, -0.754], [5.060, 2.551, 0.581], [4.365, 0.971, 1.119], [3.515, 4.563, 0.685], [4.252, 4.040, 2.170], [2.524, 4.211, 2.162], [5.914, -1.655, -2.112], [4.674, -1.874, -2.596], [3.712, -2.182, -1.586], [2.332, -2.074, -2.195], [2.099, -3.151, -3.101], [0.841, -3.102, -3.710], [6.450, -2.579, -1.762], [5.956, -1.032, -1.191], [6.502, -1.147, -2.875], [3.837, -1.441, -0.792], [3.863, -3.195, -1.176], [2.084, -1.115, -2.719], [1.584, -2.075, -1.355], [0.076, -3.015, -2.901], [0.858, -3.960, -4.347], [0.788, -2.205, -4.321], [-3.815, -0.991, 0.570], [-4.254, -2.135, 1.258], [-3.816, -3.330, 0.584], [-4.074, -4.517, 1.536], [-5.476, -4.714, 1.789], [-5.703, -5.214, 3.118], [-3.862, -0.161, 1.240], [-4.367, -0.771, -0.351], [-2.794, -1.165, 0.266], [-2.732, -3.335, 0.451], [-4.413, -3.500, -0.309], [-3.636, -4.323, 2.502], [-3.675, -5.408, 1.089], [-6.719, -5.587, 3.293], [-5.461, -4.432, 3.913], [-4.999, -6.059, 3.333], [-1.707, 6.409, -2.730], [-1.899, 5.126, -2.153], [-2.847, 4.315, -2.786], [-2.339, 3.708, -4.112], [-2.517, 4.682, -5.109], [-2.008, 4.172, -6.375], [-1.465, 6.392, -3.778], [-0.841, 6.841, -2.189], [-2.603, 7.113, -2.548], [-3.824, 4.807, -2.923], [-2.906, 3.523, -2.081], [-3.010, 2.867, -4.342], [-1.307, 3.333, -3.998], [-0.944, 3.832, -6.252], [-1.982, 4.982, -7.087], [-2.599, 3.362, -6.801], [0.608, 1.440, 4.677], [-0.618, 1.550, 3.995], [-1.079, 2.819, 3.768], [-2.127, 2.694, 2.678], [-1.629, 2.094, 1.503], [-0.660, 2.872, 0.814], [0.598, 1.735, 5.751], [1.410, 1.978, 4.134], [0.836, 0.394, 4.480], [-0.276, 3.494, 3.387], [-1.598, 3.245, 4.679], [-2.590, 3.695, 2.515], [-2.916, 2.097, 3.003], [0.234, 2.910, 1.403], [-1.087, 3.839, 0.513], [-0.444, 2.247, -0.057], [2.928, -1.067, 2.136], [2.001, -1.001, 1.079], [0.877, -0.210, 1.348], [-0.175, -0.417, 0.314], [0.214, 0.184, -0.931], [-0.660, -0.147, -1.984], [2.548, -1.641, 2.978], [3.207, -0.029, 2.439], [3.848, -1.540, 1.773], [1.066, 0.884, 1.384], [0.440, -0.493, 2.317], [-1.086, 0.023, 0.696], [-0.260, -1.520, 0.135], [-1.668, 0.022, -1.600], [-0.638, -1.240, -2.273], [-0.465, 0.510, -2.873]],
  "mulliken_charge": [-0.649, -0.487, 0.168, -0.250, -0.239, -0.677, 0.158, 0.238, 0.341, -0.387, 0.633, 0.598, -0.212, 0.190, 0.356, 0.176, -0.324, -0.497, 1.178, -0.972, 0.032, -0.953, 0.288, -0.086, 0.280, 0.299, -0.869, 0.582, 0.144, 0.333, 0.358, 0.198, -0.731, -0.349, -0.016, 0.684, -0.447, -0.615, 0.259, 0.228, 0.307, -0.294, 0.490, 0.270, -0.472, 0.125, 0.325, 0.296, -0.045, -0.396, 0.189, -0.662, -0.398, -0.668, 0.186, 0.400, -0.283, -0.047, 0.375, 0.255, 0.403, 0.272, 0.246, 0.291, -0.677, -0.216, -0.603, -0.345, -0.341, -0.698, 0.261, 0.218, 0.258, 0.336, 0.309, 0.449, 0.242, 0.269, 0.267, 0.292, -0.497, -0.089, -0.417, -0.974, -0.058, -0.167, 0.308, 0.110, 0.111, 0.275, 0.362, 0.332, 0.451, 0.105, 0.536, -0.526, -1.158, 0.871, 1.069, -1.755, 0.738, -0.628, 0.255, 0.199, 0.199, -0.524, -0.738, 0.672, 0.567, 0.198, -0.153, 0.179],
  "smiles": "COCCOC.COCCOC.COCCOC.COCCOC.COCCOC.COCCOC.COCCOC",
  "charge": 0,
  "e_lumo_ha": 0.024,
  "e_homo_ev": -9.21,
  "orbital_gap_ev": 9.872
}

***

B) {
  "formula": "C28H70O14",
  "method": "ωB97M-V/def2-TZVPD",
  "species": ["C", "O", "C", "C", "O", "C", "H", "H", "H", "H", "H", "H", "H", "H", "H", "H", "C", "O", "C", "C", "O", "C", "H", "H", "H", "H", "H", "H", "H", "H", "H", "H", "C", "O", "C", "C", "O", "C", "H", "H", "H", "H", "H", "H", "H", "H", "H", "H", "C", "O", "C", "C", "O", "C", "H", "H", "H", "H", "H", "H", "H", "H", "H", "H", "C", "O", "C", "C", "O", "C", "H", "H", "H", "H", "H", "H", "H", "H", "H", "H", "C", "O", "C", "C", "O", "C", "H", "H", "H", "H", "H", "H", "H", "H", "H", "H", "C", "O", "C", "C", "O", "C", "H", "H", "H", "H", "H", "H", "H", "H", "H", "H"],
  "xyz": [[-5.291, 5.821, 3.278], [-4.669, 5.341, 2.119], [-5.032, 3.997, 1.837], [-4.073, 3.495, 0.761], [-4.809, 2.693, -0.169], [-3.926, 1.874, -0.937], [-5.104, 5.189, 4.155], [-6.368, 5.960, 3.118], [-4.860, 6.794, 3.527], [-6.060, 3.917, 1.471], [-4.967, 3.363, 2.723], [-3.325, 2.874, 1.264], [-3.576, 4.277, 0.187], [-4.474, 1.411, -1.755], [-3.636, 1.111, -0.210], [-3.068, 2.412, -1.343], [3.893, 1.814, -2.318], [2.745, 2.442, -2.851], [2.812, 2.834, -4.196], [1.396, 2.832, -4.788], [0.488, 3.617, -4.050], [-0.777, 3.730, -4.670], [3.889, 0.722, -2.362], [3.974, 2.245, -1.321], [4.830, 2.085, -2.820], [3.411, 2.201, -4.855], [3.152, 3.872, -4.278], [0.982, 1.817, -4.818], [1.512, 3.167, -5.826], [-1.424, 2.989, -4.195], [-0.705, 3.661, -5.760], [-1.185, 4.732, -4.520], [5.050, -1.242, 0.108], [6.221, -0.519, 0.402], [6.581, 0.457, -0.566], [7.945, 1.036, -0.282], [9.060, 0.243, -0.626], [9.190, -0.932, 0.134], [4.989, -2.153, 0.695], [4.952, -1.561, -0.938], [4.182, -0.599, 0.284], [5.784, 1.208, -0.502], [6.501, 0.023, -1.571], [8.075, 1.347, 0.763], [8.086, 1.942, -0.875], [8.418, -1.700, 0.045], [9.208, -0.646, 1.196], [10.142, -1.424, -0.062], [1.317, -0.907, -1.771], [-0.081, -0.996, -1.600], [-0.541, -0.236, -0.505], [-1.688, -0.950, 0.214], [-2.186, -0.157, 1.273], [-2.240, -0.849, 2.528], [1.895, -1.100, -0.859], [1.600, 0.113, -2.060], [1.559, -1.648, -2.531], [-0.710, 0.782, -0.869], [0.224, -0.153, 0.285], [-1.456, -2.002, 0.371], [-2.482, -0.897, -0.546], [-2.408, -0.075, 3.278], [-1.307, -1.354, 2.771], [-3.133, -1.478, 2.511], [1.742, -5.434, -5.807], [2.930, -4.885, -5.267], [3.092, -5.186, -3.890], [4.142, -4.232, -3.346], [5.251, -4.297, -4.215], [6.463, -3.984, -3.583], [1.837, -6.526, -5.765], [1.646, -5.150, -6.850], [0.875, -5.138, -5.212], [3.415, -6.228, -3.818], [2.126, -5.001, -3.409], [4.382, -4.397, -2.289], [3.738, -3.211, -3.354], [6.625, -4.627, -2.700], [6.502, -2.972, -3.164], [7.294, -4.226, -4.241], [-6.222, 0.496, 2.071], [-7.109, 1.298, 2.839], [-8.137, 1.883, 2.053], [-9.536, 1.519, 2.579], [-9.707, 1.900, 3.908], [-10.534, 2.995, 4.178], [-5.251, 0.513, 2.556], [-6.123, 0.669, 0.996], [-6.634, -0.522, 2.040], [-8.025, 1.661, 0.991], [-8.054, 2.971, 2.160], [-9.610, 0.437, 2.437], [-10.291, 1.986, 1.939], [-10.042, 3.939, 3.904], [-10.741, 3.072, 5.240], [-11.450, 2.992, 3.577], [1.543, -1.575, 2.296], [2.599, -2.227, 2.987], [2.227, -3.434, 3.583], [1.365, -3.339, 4.853], [0.097, -2.775, 4.533], [-0.512, -2.272, 5.703], [1.889, -0.669, 1.799], [0.966, -1.098, 3.103], [0.826, -2.168, 1.731], [3.157, -3.911, 3.902], [1.781, -4.178, 2.915], [1.903, -2.721, 5.576], [1.234, -4.346, 5.255], [-0.852, -3.036, 6.415], [-1.464, -1.815, 5.434], [0.143, -1.609, 6.267]],
  "mulliken_charge": [-0.717, -0.419, -0.237, -0.350, -0.409, -0.285, 0.316, 0.274, 0.283, 0.105, 0.357, 0.148, 0.414, 0.343, -0.096, 0.290, -0.917, -0.266, -0.529, -0.533, -0.314, -0.701, 0.255, 0.338, 0.472, 0.390, 0.293, 0.342, 0.395, 0.201, 0.333, 0.251, -0.407, -0.404, 0.148, -0.781, -0.373, -0.584, 0.378, 0.109, 0.173, 0.052, 0.279, 0.370, 0.314, 0.176, 0.284, 0.273, -0.303, -0.436, 0.008, -0.907, -0.269, -0.604, 0.134, 0.322, 0.145, 0.332, -0.005, 0.417, 0.389, 0.275, 0.092, 0.397, -0.723, -0.277, -0.588, -0.195, -0.324, -0.704, 0.308, 0.236, 0.276, 0.319, 0.364, 0.405, 0.064, 0.321, 0.208, 0.298, -0.591, -0.343, -0.322, -0.586, -0.327, -0.694, 0.088, 0.245, 0.450, 0.400, 0.175, 0.301, 0.379, 0.269, 0.249, 0.317, -0.925, -0.409, -0.635, -0.611, -0.216, -0.797, 0.360, 0.289, 0.492, 0.382, 0.384, 0.385, 0.375, 0.332, 0.209, 0.363],
  "smiles": "COCCOC.COCCOC.COCCOC.COCCOC.COCCOC.COCCOC.COCCOC",
  "charge": 0,
  "e_lumo_ha": 0.021,
  "e_homo_ev": -9.13,
  "orbital_gap_ev": 9.700
}

***

Relative energies, in kJ/mol, with the most stable structure set to zero: A) 0.0; B) 115.8.

***

A) {
  "formula": "C3H8NOS",
  "method": "ωB97M-V/def2-TZVPD",
  "species": ["C", "C", "C", "N", "O", "S", "H", "H", "H", "H", "H", "H", "H", "H"],
  "xyz": [[2.704, -1.069, 0.486], [-0.467, 0.599, -0.259], [-1.218, 1.465, 0.754], [-0.258, -0.773, 0.011], [2.466, 0.165, 0.293], [1.527, 1.221, -0.352], [3.650, -1.339, 0.980], [1.934, -1.847, 0.243], [-0.727, 0.824, -1.368], [-1.476, 0.880, 1.753], [-2.182, 1.871, 0.348], [-0.597, 2.437, 0.924], [-0.229, -1.555, -0.652], [-0.733, -0.946, 0.881]],
  "mulliken_spin": [0.847, 0.006, -0.009, 0.115, 0.206, 0.767, 0.015, 0.031, 0.036, 0.001, 0.001, -0.005, -0.002, -0.006],
  "charge": 1,
  "multiplicity": 3,
  "e_lumo_ha": [-0.148, -0.284],
  "e_homo_ev": [-11.76, -14.27],
  "orbital_gap_ev": [7.721, 6.544]
}

***

B) {
  "formula": "C3H8NOS",
  "method": "ωB97M-V/def2-TZVPD",
  "species": ["C", "C", "C", "N", "O", "S", "H", "H", "H", "H", "H", "H", "H", "H"],
  "xyz": [[0.136, -0.830, -0.256], [0.644, 0.462, 0.249], [-1.784, -0.979, 0.018], [2.103, 0.731, 0.477], [0.483, 0.216, -1.099], [-2.579, 0.645, 0.375], [0.714, -1.701, -0.380], [-0.064, 1.143, 0.684], [-1.987, -1.730, 0.784], [-1.942, -1.276, -1.039], [2.673, 0.130, -0.328], [2.519, 0.591, 1.367], [2.291, 1.608, -0.018], [-3.206, 0.991, -0.835]],
  "mulliken_spin": [0.606, -0.045, 0.459, 0.047, 0.067, 0.798, 0.039, 0.029, 0.034, -0.025, -0.013, -0.021, -0.010, 0.034],
  "charge": 1,
  "multiplicity": 3,
  "e_lumo_ha": [-0.135, -0.257],
  "e_homo_ev": [-7.89, -13.93],
  "orbital_gap_ev": [4.203, 6.927]
}

***

Relative energies, in kJ/mol, with the most stable structure set to zero: A) 0.0; B) 261.4.

***

A) {
  "formula": "C3H13N2",
  "method": "ωB97M-V/def2-TZVPD",
  "species": ["C", "N", "H", "H", "H", "H", "H", "H", "C", "N", "C", "H", "H", "H", "H", "H", "H", "H"],
  "xyz": [[-1.078, 2.041, 0.125], [0.185, 1.673, 0.809], [-1.468, 3.025, 0.333], [-1.882, 1.312, 0.425], [-0.943, 1.997, -0.966], [0.883, 2.197, 0.285], [0.137, 1.998, 1.769], [0.314, 0.085, 0.186], [-0.921, -1.559, -0.160], [0.305, -0.762, -0.497], [1.548, -1.570, -0.296], [-1.141, -1.495, 0.911], [-0.866, -2.522, -0.649], [-1.732, -0.964, -0.560], [0.343, -0.404, -1.462], [2.443, -0.935, -0.407], [1.561, -1.849, 0.748], [1.680, -2.372, -1.036]],
  "mulliken_charge": [-0.851, -0.664, 0.354, 0.253, 0.329, 0.255, 0.227, 0.462, -0.898, -0.141, -0.908, 0.355, 0.367, 0.371, 0.380, 0.347, 0.393, 0.369],
  "charge": 1,
  "e_lumo_ha": -0.112,
  "e_homo_ev": -14.63,
  "orbital_gap_ev": 11.585
}

***

B) {
  "formula": "C3H13N2",
  "method": "ωB97M-V/def2-TZVPD",
  "species": ["C", "N", "H", "H", "H", "H", "H", "H", "C", "C", "N", "H", "H", "H", "H", "H", "H", "H"],
  "xyz": [[1.282, 1.491, 1.682], [1.047, 0.064, 1.459], [0.389, 2.074, 1.434], [1.441, 1.774, 2.726], [2.112, 1.820, 1.064], [0.609, -0.299, -0.076], [0.475, -0.331, 2.203], [1.892, -0.500, 1.504], [-1.954, -0.152, -0.908], [-0.906, -1.172, -1.319], [0.477, -0.607, -1.135], [-1.793, 0.785, -1.449], [-2.925, -0.550, -1.188], [-1.891, 0.102, 0.148], [-0.943, -2.066, -0.696], [-1.032, -1.473, -2.356], [1.202, -1.243, -1.458], [0.518, 0.282, -1.636]],
  "mulliken_charge": [-0.847, -0.715, 0.295, 0.339, 0.317, 0.341, 0.249, 0.283, -1.033, -0.398, -0.242, 0.343, 0.332, 0.316, 0.313, 0.369, 0.362, 0.377],
  "charge": 1,
  "e_lumo_ha": -0.115,
  "e_homo_ev": -14.53,
  "orbital_gap_ev": 11.414
}

***

Relative energies, in kJ/mol, with the most stable structure set to zero: A) 52.0; B) 0.0.